# 1
DFT (ωB97M-V/def2-TZVPD) results for a structure of composition C40H46CaN2O2P2S5SeSi.

The HOMO energy is -7.2346 eV. The total energy is -7854.262937 Ha. Its HOMO-LUMO gap is 7.14 eV. The max |F| is 0.0076 hartree/bohr. The calculation puts the energy above the lowest of the compared OMol25 structures with the same formula, charge and spin at 0.0 kcal/mol.

```
100
C40H46CaN2O2P2S5SeSi | the OMol25 dataset | ωB97M-V/def2-TZVPD
Ca -0.91 0.18 -0.45
C 0.08 -3.74 -0.90
C 1.39 -3.63 -0.12
S 1.68 -2.05 0.73
C 3.34 -1.68 0.12
C 3.49 -1.45 -1.38
S 2.32 -0.24 -2.07
C 1.71 -1.16 -3.50
C 0.96 -2.46 -3.21
S -0.37 -2.36 -1.97
H 0.10 -4.66 -1.50
H -0.77 -3.83 -0.22
H 1.41 -4.43 0.62
H 2.23 -3.79 -0.79
H 3.65 -0.79 0.67
H 4.01 -2.49 0.43
H 4.51 -1.11 -1.57
H 3.36 -2.38 -1.93
H 1.06 -0.45 -4.01
H 2.54 -1.38 -4.17
H 0.51 -2.80 -4.15
H 1.64 -3.23 -2.88
N 0.78 1.93 2.35
P 1.48 1.86 0.80
C 1.56 3.57 0.18
C 1.32 3.77 -1.18
C 1.33 5.06 -1.70
C 1.56 6.14 -0.87
C 1.79 5.94 0.49
C 1.79 4.66 1.01
C 3.23 1.55 1.23
C 4.21 1.80 0.27
C 5.53 1.46 0.51
C 5.89 0.88 1.72
C 4.92 0.63 2.68
C 3.59 0.96 2.44
P -0.93 1.91 2.27
C -1.35 3.60 2.82
C -1.91 4.50 1.92
C -2.12 5.82 2.29
C -1.76 6.25 3.56
C -1.20 5.36 4.47
C -1.00 4.04 4.10
C -1.41 0.93 3.73
C -2.68 1.12 4.29
C -3.11 0.30 5.32
C -2.29 -0.71 5.80
C -1.03 -0.91 5.25
C -0.60 -0.09 4.21
H 1.22 2.48 3.08
H 1.10 2.93 -1.83
H 1.14 5.22 -2.76
H 1.56 7.15 -1.27
H 1.96 6.79 1.14
H 1.97 4.51 2.07
H 3.93 2.26 -0.67
H 6.28 1.66 -0.24
H 6.92 0.62 1.91
H 5.19 0.17 3.63
H 2.84 0.73 3.18
H -2.21 4.16 0.94
H -2.56 6.51 1.58
H -1.91 7.28 3.84
H -0.93 5.69 5.46
H -0.59 3.34 4.82
H -3.32 1.90 3.91
H -4.10 0.45 5.75
H -2.63 -1.35 6.61
H -0.39 -1.70 5.61
H 0.37 -0.27 3.75
C -4.13 2.09 -3.48
Si -2.40 2.72 -3.15
C -1.93 3.97 -4.47
C -2.37 3.61 -1.50
Se -0.89 1.05 -3.14
H -4.83 2.92 -3.54
H -4.46 1.43 -2.68
H -4.16 1.53 -4.42
H -2.65 4.79 -4.49
H -1.90 3.50 -5.45
H -0.94 4.38 -4.27
H -3.08 4.45 -1.48
H -1.37 4.01 -1.31
H -2.64 2.95 -0.67
O -5.38 1.08 -0.30
S -4.55 1.01 0.86
O -4.17 2.24 1.50
N -3.20 0.11 0.56
C -3.14 -0.97 1.33
S -1.81 -1.98 1.34
C -4.33 -1.14 2.22
C -4.58 -2.16 3.13
C -5.75 -2.09 3.87
C -6.64 -1.03 3.70
C -6.39 -0.01 2.79
C -5.22 -0.10 2.06
H -3.87 -2.96 3.25
H -5.98 -2.87 4.58
H -7.55 -1.00 4.30
H -7.07 0.82 2.66
```

# 2
DFT (ωB97M-V/def2-TZVPD) results for an isolated molecule of C7H13N.

The HOMO energy is -7.5726 eV. The total energy is -329.181678 Ha. Its HOMO-LUMO gap is 8.61 eV. The SMILES is C/C=C/C/C(C)=C/N. The max |F| is 0.1320 hartree/bohr. The calculation puts the energy above the lowest of the compared OMol25 structures with the same formula, charge and spin at 56.3 kcal/mol.

```
21
C7H13N | the OMol25 dataset | ωB97M-V/def2-TZVPD
C 1.36 -3.13 -0.50
C 1.56 -1.64 -0.55
C 0.42 -0.98 -0.77
C 0.43 0.51 -0.95
C -0.55 1.21 0.02
C -1.92 0.85 0.05
C 0.00 2.12 0.85
N -0.83 2.48 1.99
H 2.32 -3.68 -0.87
H 0.57 -3.55 -1.08
H 1.38 -3.46 0.59
H 2.51 -1.30 -0.32
H -0.58 -1.47 -0.83
H 0.28 0.83 -1.98
H 1.53 0.92 -0.83
H -2.13 -0.23 0.46
H -2.28 0.77 -0.98
H -2.66 1.56 0.53
H 0.89 2.65 0.68
H -1.65 2.09 2.21
H -0.64 3.44 2.28
```

# 3
DFT (ωB97M-V/def2-TZVPD) results for a structure of composition C47H57CdN5O9Te.

The HOMO energy is -1.5458 eV. The total energy is -3211.902004 Ha. Its HOMO-LUMO gap is 5.22 eV. The charge is -2. The max |F| is 0.0067 hartree/bohr. The calculation puts the energy above the lowest of the compared OMol25 structures with the same formula, charge and spin at 0.0 kcal/mol.

```
120
C47H57CdN5O9Te | the OMol25 dataset | ωB97M-V/def2-TZVPD
Cd 0.04 -1.33 -0.51
C 1.61 -1.16 7.27
C 0.71 -0.47 6.25
C 0.96 1.05 6.34
C -0.75 -0.75 6.64
C 0.96 -0.95 4.82
C 0.21 -0.41 3.78
C 0.36 -0.82 2.46
N -0.41 -0.28 1.42
C -1.71 0.09 1.78
C -2.58 -0.84 2.35
C -3.90 -0.55 2.65
C -4.37 0.72 2.36
C -3.54 1.71 1.81
C -2.20 1.39 1.55
O -1.35 2.37 1.12
C -4.11 3.10 1.49
C -5.59 3.24 1.89
C -4.02 3.33 -0.03
C -3.35 4.20 2.25
C -4.78 -1.65 3.26
C -4.16 -2.13 4.57
C -4.88 -2.82 2.28
C -6.20 -1.15 3.55
C 1.34 -1.80 2.13
O 1.49 -2.19 0.89
C 2.11 -2.35 3.18
C 1.91 -1.91 4.50
C 3.15 -3.43 2.86
C 2.47 -4.65 2.23
C 4.20 -2.87 1.89
C 3.90 -3.92 4.11
H 1.39 -0.78 8.27
H 2.66 -0.98 7.06
H 1.44 -2.24 7.28
H 0.77 1.41 7.36
H 0.32 1.60 5.65
H 2.00 1.27 6.08
H -0.96 -0.39 7.65
H -0.96 -1.82 6.59
H -1.44 -0.25 5.95
H -0.54 0.35 3.99
H -2.16 -1.83 2.54
H -5.40 0.97 2.57
H -6.23 2.56 1.33
H -5.91 4.26 1.66
H -5.74 3.07 2.95
H -4.68 2.64 -0.55
H -3.00 3.18 -0.39
H -4.31 4.35 -0.29
H -3.50 4.09 3.32
H -3.73 5.19 1.94
H -2.29 4.16 2.05
H -3.16 -2.52 4.42
H -4.77 -2.92 5.02
H -4.09 -1.31 5.29
H -3.89 -3.23 2.05
H -5.32 -2.50 1.33
H -5.49 -3.63 2.70
H -6.20 -0.32 4.26
H -6.79 -1.97 3.99
H -6.71 -0.83 2.64
H 2.50 -2.35 5.29
H 1.93 -4.36 1.33
H 1.76 -5.09 2.94
H 3.21 -5.41 1.97
H 3.72 -2.51 0.98
H 4.94 -3.64 1.64
H 4.74 -2.03 2.35
H 3.21 -4.36 4.84
H 4.44 -3.11 4.60
H 4.62 -4.68 3.82
O 0.00 -3.79 -4.11
C 0.39 -2.91 -3.33
O 0.07 -2.86 -2.10
C 1.29 -1.82 -3.92
C 1.82 -2.09 -5.16
C 2.64 -1.19 -5.84
C 2.92 0.05 -5.28
C 2.37 0.35 -4.07
C 1.57 -0.56 -3.28
O 1.20 -0.21 -2.13
N 2.66 1.69 -3.55
O 1.80 2.29 -2.94
O 3.77 2.15 -3.77
N 3.18 -1.52 -7.13
O 2.93 -2.62 -7.60
O 3.86 -0.68 -7.71
H 1.56 -3.04 -5.61
H 3.55 0.76 -5.80
N -4.53 -1.03 -1.62
C -4.12 -1.93 -2.58
C -2.79 -2.10 -2.38
N -2.38 -1.33 -1.31
C -3.44 -0.70 -0.88
H -5.45 -0.66 -1.48
H -4.80 -2.35 -3.30
H -2.10 -2.75 -2.89
H -3.49 0.00 -0.06
C -2.40 6.77 -3.91
C -1.83 5.64 -3.08
C -1.90 4.33 -3.52
C -1.40 3.27 -2.76
C -1.53 1.87 -3.29
C -0.80 3.55 -1.53
Te -0.04 1.95 -0.34
C -0.70 4.87 -1.08
C -0.02 5.23 0.22
C -1.23 5.90 -1.86
H -2.76 6.40 -4.87
H -1.65 7.53 -4.10
H -3.23 7.25 -3.39
H -2.36 4.11 -4.48
H -2.09 1.86 -4.23
H -2.03 1.22 -2.57
H -0.55 1.42 -3.47
H -0.33 4.58 1.04
H -0.24 6.26 0.50
H 1.06 5.12 0.12
H -1.17 6.92 -1.50
```

# 4
DFT (ωB97M-V/def2-TZVPD) results for a cluster of 12 separate species, C34H72O22S7 in total.

The HOMO energy is -8.7520 eV. The total energy is -5780.838802 Ha. Its HOMO-LUMO gap is 8.61 eV. The max |F| is 0.1552 hartree/bohr. The calculation puts the energy above the lowest of the compared OMol25 structures with the same formula, charge and spin at 144.3 kcal/mol.

```
135
C34H72O22S7 | the OMol25 dataset | ωB97M-V/def2-TZVPD
C -18.46 2.88 -8.81
C -19.84 3.42 -8.52
C -20.68 2.64 -7.51
O -20.54 3.47 -6.39
C -19.97 4.55 -6.64
O -19.61 5.39 -5.79
O -19.64 4.61 -7.86
H -18.03 3.35 -9.70
H -18.76 1.86 -9.05
H -17.92 2.76 -7.87
H -20.25 3.52 -9.52
H -20.37 1.60 -7.44
H -21.71 2.66 -7.88
C -25.40 -3.16 4.70
C -24.58 -3.84 3.69
C -25.11 -3.78 2.23
O -23.98 -3.25 1.60
C -22.90 -3.17 2.35
O -21.88 -2.75 1.84
O -23.29 -3.25 3.62
H -25.31 -2.07 4.73
H -24.91 -3.47 5.62
H -26.46 -3.37 4.82
H -24.45 -4.89 3.96
H -25.98 -3.15 2.01
H -25.29 -4.79 1.86
C -10.64 2.05 0.28
C -10.67 1.30 1.60
C -9.91 0.04 1.59
O -9.23 0.00 2.78
C -9.12 1.23 3.28
O -8.34 1.66 4.11
O -10.02 2.01 2.60
H -9.59 2.25 0.08
H -11.16 2.99 0.51
H -11.01 1.58 -0.63
H -11.71 1.07 1.83
H -9.37 -0.07 0.65
H -10.62 -0.79 1.67
C -19.43 4.94 2.13
C -19.13 4.08 3.39
C -17.68 3.89 3.89
O -17.46 4.63 5.03
C -18.78 4.95 5.48
O -18.97 5.18 6.65
O -19.71 4.66 4.53
H -18.76 4.63 1.33
H -19.26 5.98 2.41
H -20.48 4.94 1.84
H -19.50 3.12 3.02
H -16.91 4.15 3.15
H -17.52 2.88 4.28
C -10.69 -1.72 -7.69
C -9.21 -1.28 -7.96
C -8.29 -1.97 -6.92
O -7.40 -2.59 -7.84
C -7.79 -2.58 -9.07
O -7.28 -3.16 -9.96
O -8.90 -1.82 -9.16
H -10.91 -2.76 -7.95
H -11.31 -0.91 -8.07
H -10.96 -1.54 -6.65
H -9.15 -0.20 -8.11
H -8.66 -2.83 -6.36
H -7.85 -1.13 -6.39
C -20.06 -3.60 -13.11
S -20.14 -4.18 -11.35
O -21.23 -3.25 -10.75
C -20.74 -5.87 -11.68
H -20.97 -3.70 -13.70
H -19.30 -4.24 -13.56
H -19.79 -2.55 -13.06
H -20.91 -6.56 -10.85
H -20.04 -6.36 -12.36
H -21.63 -5.70 -12.30
C -20.79 -12.87 -4.79
S -21.98 -11.57 -5.13
O -23.35 -12.20 -4.94
C -21.77 -10.49 -3.65
H -20.84 -13.26 -3.77
H -19.82 -12.43 -5.01
H -20.90 -13.84 -5.29
H -20.79 -10.05 -3.86
H -21.96 -10.92 -2.67
H -22.60 -9.82 -3.44
C -12.01 -8.08 -11.52
S -13.45 -7.32 -10.73
O -14.59 -8.30 -10.83
C -12.88 -7.94 -9.06
H -11.08 -7.56 -11.26
H -12.29 -8.06 -12.58
H -11.84 -9.15 -11.36
H -13.56 -7.38 -8.41
H -11.82 -7.73 -8.95
H -13.07 -9.01 -9.11
C -16.27 -7.38 0.22
S -15.24 -8.92 0.11
O -15.52 -9.32 -1.33
C -13.69 -7.93 0.07
H -17.33 -7.65 0.15
H -16.05 -6.65 -0.55
H -16.07 -6.95 1.20
H -13.37 -7.41 0.97
H -13.45 -7.25 -0.75
H -12.94 -8.71 0.13
C -9.79 5.02 -6.45
S -10.72 5.54 -7.95
O -10.97 4.31 -8.80
C -12.32 5.90 -7.07
H -8.91 4.41 -6.70
H -10.34 4.33 -5.81
H -9.29 5.77 -5.83
H -12.21 6.82 -6.48
H -12.58 5.12 -6.36
H -13.17 6.06 -7.73
C -26.15 -5.39 -7.44
S -27.57 -5.78 -6.22
O -27.45 -7.23 -5.90
C -26.71 -4.97 -4.85
H -26.46 -5.70 -8.44
H -25.29 -5.90 -7.02
H -25.95 -4.32 -7.52
H -26.43 -3.95 -5.12
H -25.70 -5.35 -4.70
H -27.20 -4.98 -3.88
C -17.39 -0.70 -3.73
S -17.46 -2.23 -4.87
O -16.43 -3.19 -4.24
C -19.07 -2.90 -4.34
H -16.60 -0.13 -4.23
H -17.29 -0.93 -2.67
H -18.36 -0.22 -3.88
H -19.09 -3.07 -3.27
H -19.08 -3.89 -4.81
H -19.90 -2.25 -4.60
```